53
Properties=species:S:1:pos:R:3:forces:R:3:nbo_charge:R:1 method="wB97M-V/def2-TZVPD" s_squared=2.02 multiplicity=3 e_tot_ev=-73668.629
Au 10.370871 7.351138 7.880703 0.5 -0.1 0.1 0.51
S 5.231482 6.050828 9.565187 0.6 0.1 -0.2 0.13
S 7.817197 5.426764 9.010491 -0.2 0.0 -0.1 0.05
S 8.280860 7.659542 6.991760 -0.5 -0.1 0.7 -0.18
S 5.231045 8.523261 8.034362 0.6 -0.5 0.0 0.22
N 12.472566 7.149193 8.548500 -0.4 0.1 -0.8 -0.50
N 10.638336 7.015684 10.583907 1.1 -0.3 -0.3 -0.42
N 6.055660 7.166395 8.518934 -0.6 0.5 -0.2 -0.70
C 14.404232 5.275070 6.011821 -0.6 -0.9 -0.6 -0.21
C 9.558212 7.170477 11.461605 0.3 -0.1 0.5 0.17
C 12.197535 8.217619 12.030613 0.9 0.3 0.8 -0.70
C 12.642599 4.436169 7.597297 -1.5 -0.3 0.0 -0.65
C 7.901702 8.547833 12.508243 0.8 -1.5 -0.4 -0.19
C 15.125981 7.562021 5.971000 0.1 0.1 -0.5 -0.21
C 9.404393 9.595381 10.821449 0.8 -0.3 0.0 -0.64
C 7.419138 7.439756 13.196297 1.3 0.0 -0.6 -0.20
C 8.991297 8.411521 11.630057 -1.0 0.7 0.7 -0.06
C 9.073705 6.043582 12.126940 0.2 -0.5 -0.1 -0.03
C 15.205296 6.275555 5.491446 0.6 -0.7 -0.5 -0.20
C 9.667567 4.687393 11.819403 0.1 -0.3 0.6 -0.64
C 13.476682 5.522938 7.024014 0.6 0.6 -0.2 -0.04
C 13.412105 6.847791 7.486178 -0.4 -0.6 0.1 0.18
C 8.030244 6.188011 13.032753 -0.1 1.1 -0.8 -0.20
C 14.209311 6.814623 10.236437 0.4 -0.5 -0.3 -0.71
C 7.340923 6.802998 8.200645 0.2 0.0 -0.3 -0.13
C 12.844356 7.143800 9.762125 -0.6 0.4 0.9 0.35
C 11.811500 7.454873 10.839433 -1.3 -0.6 -1.4 0.26
C 14.038364 9.289290 7.379675 0.2 0.5 0.4 -0.63
C 14.174235 7.866258 6.920641 0.1 0.6 0.9 -0.05
H 12.586926 9.206345 11.760535 -0.4 0.0 0.0 0.24
H 14.857677 9.905606 6.989241 -0.2 -0.2 -0.1 0.22
H 7.457990 9.506496 12.583783 -0.5 0.7 0.2 0.21
H 9.470055 9.297779 9.774248 0.2 0.3 -0.1 0.23
H 11.537716 4.647570 7.554886 0.9 0.0 -0.1 0.24
H 14.806973 6.487963 9.404350 0.3 -0.2 -0.4 0.25
H 13.099527 9.710817 7.014577 0.0 0.1 0.2 0.23
H 10.558310 4.454626 12.430004 -0.3 0.2 -0.1 0.21
H 14.079546 9.418766 8.476664 -0.2 -0.2 -0.4 0.21
H 14.407759 4.269180 5.536498 0.2 0.8 0.6 0.22
H 14.198267 6.006849 10.968003 -0.2 0.0 0.1 0.25
H 9.976265 4.568868 10.785062 -0.1 0.2 -0.2 0.23
H 13.055351 7.751177 12.513962 0.0 -0.2 0.2 0.23
H 15.910673 6.010436 4.700669 -0.2 0.2 0.2 0.22
H 14.740436 7.642493 10.676738 -0.1 0.5 0.3 0.25
H 6.604840 7.559262 13.850163 -1.0 0.0 0.7 0.21
H 12.840870 4.255272 8.642002 0.2 0.1 0.5 0.22
H 11.385204 8.287731 12.755231 0.1 0.1 -0.2 0.26
H 10.310955 10.115811 11.164702 0.2 -0.5 -0.2 0.21
H 12.794125 3.475115 7.105507 0.1 0.2 -0.2 0.23
H 8.924307 3.917793 12.034168 0.1 0.0 0.0 0.22
H 15.778037 8.345186 5.579335 -0.3 -0.2 0.1 0.22
H 8.667016 10.337144 10.938040 -1.1 0.9 -0.2 0.22
H 7.625461 5.328111 13.514359 -0.2 -0.5 0.4 0.21